# 1
{"formula": "C2H6SSi", "method": "ωB97M-V/def2-TZVPD", "relative_energy_kj_mol": 446.3, "lumo_ev": [-1.09, -1.17], "total_charge": 0, "homo_lumo_gap_ha": [0.280, 0.276], "species": ["C", "C", "Si", "S", "H", "H", "H", "H", "H", "H"], "coordinates": [[0.753, 1.785, -0.135], [0.032, 1.469, 0.844], [-0.454, -1.931, -0.368], [-1.670, -0.547, 0.555], [1.390, 2.654, -0.383], [0.751, 1.099, -1.003], [0.016, 1.693, 1.866], [0.687, -1.061, -0.522], [-0.282, -2.848, 0.687], [-1.223, -2.312, -1.542]], "atomic_forces_ev_per_a": [[1.6, 0.0, -4.0], [-2.2, -2.5, 1.4], [-0.4, 1.1, 0.0], [0.5, 3.4, 1.1], [-0.3, -0.3, 1.0], [-0.3, 0.3, 0.2], [-0.7, 0.3, 1.1], [1.0, -0.2, -0.7], [0.6, -1.6, 0.5], [0.3, -0.6, -0.5]], "nbo_charge": [-0.5193, 0.0337, 0.7451, -0.4745, 0.2505, 0.2434, 0.1962, -0.1649, -0.1625, -0.1476]}



# 2
{"formula": "C2H6Se", "method": "ωB97M-V/def2-TZVPD", "relative_energy_kj_mol": 319.6, "lumo_ev": -0.43, "total_charge": 0, "homo_lumo_gap_ha": 0.299, "species": ["C", "C", "Se", "H", "H", "H", "H", "H", "H"], "coordinates": [[-0.591, 0.562, -0.063], [2.170, -1.336, 0.409], [3.091, 0.118, -0.040], [0.026, 0.803, -0.927], [-0.132, -0.342, 0.293], [-1.512, 0.514, -0.570], [2.740, -2.292, 0.537], [-0.507, 1.267, 0.767], [1.994, 1.252, 0.181]], "atomic_forces_ev_per_a": [[1.7, 0.4, -0.2], [-0.4, -0.1, 0.6], [-0.6, 0.5, 0.5], [0.6, 0.7, 0.2], [-0.5, -0.8, 0.1], [-1.7, -0.5, 0.4], [0.3, 1.0, -0.6], [-0.3, 0.3, -0.5], [1.0, -1.5, -0.4]], "nbo_charge": [-0.8787, -0.5476, 0.3111, 0.2017, 0.2472, 0.2176, 0.1679, 0.2088, 0.0720]}



# 3
{"formula": "C2H7BO", "method": "ωB97M-V/def2-TZVPD", "relative_energy_kj_mol": 170.9, "lumo_ev": 0.83, "total_charge": 0, "homo_lumo_gap_ha": 0.417, "smiles": "BOCC", "species": ["B", "O", "C", "C", "H", "H", "H", "H", "H", "H", "H"], "coordinates": [[1.846, -0.456, -0.713], [1.064, 0.152, 0.342], [-0.275, 0.766, 0.225], [-1.402, -0.317, 0.396], [1.581, -0.803, -1.747], [2.974, -0.511, -0.215], [-0.395, 1.558, 1.072], [-0.421, 1.336, -0.680], [-1.272, -0.985, 1.260], [-2.226, 0.278, 0.534], [-1.474, -1.017, -0.474]], "atomic_forces_ev_per_a": [[0.3, 2.1, 5.2], [0.0, 0.0, -2.6], [0.0, -1.1, 2.0], [2.9, -0.9, -0.8], [-1.0, -0.3, -1.7], [-0.6, -0.4, -0.8], [0.6, -1.6, -1.2], [0.3, -0.2, -0.6], [0.2, 0.6, 0.0], [-2.6, 0.9, 0.1], [-0.1, 0.9, 0.4]], "nbo_charge": [0.6334, -0.7112, -0.0503, -0.6279, -0.1206, -0.1080, 0.1800, 0.1752, 0.2164, 0.2064, 0.2066]}



# 4
{"formula": "C2H7BO3", "method": "ωB97M-V/def2-TZVPD", "relative_energy_kj_mol": 297.9, "spin_multiplicity": 3, "lumo_ev": [0.43, -2.45], "total_charge": 0, "homo_lumo_gap_ha": [0.202, 0.277], "species": ["B", "C", "C", "O", "O", "O", "H", "H", "H", "H", "H", "H", "H"], "coordinates": [[0.412, -0.054, 0.071], [1.145, 0.855, -2.066], [-0.340, -1.184, 1.729], [-1.701, -0.815, 1.725], [-0.770, 0.713, -0.100], [1.503, 0.072, -0.988], [1.084, 0.233, -2.944], [2.004, 1.562, -2.231], [0.197, 1.267, -1.871], [0.102, -0.829, 2.651], [-0.264, -2.238, 1.528], [-1.905, 0.020, 2.098], [-1.466, 0.398, 0.398]], "atomic_forces_ev_per_a": [[3.5, 3.8, -4.3], [1.8, 0.4, -1.4], [-4.1, -1.1, 3.6], [0.5, -2.4, -0.9], [4.1, -0.4, -1.7], [-2.8, -1.6, 4.0], [-0.1, -0.2, -0.6], [-1.2, -0.1, 0.0], [-0.9, 1.3, -0.3], [1.0, 0.4, -0.3], [0.2, -0.3, -0.5], [0.2, 1.2, 1.2], [-2.3, -1.0, 1.3]], "mulliken_spin": [1.1310, 0.0035, 0.8258, 0.0971, 0.0825, -0.1177, 0.0011, 0.0029, 0.0104, -0.0554, 0.0032, 0.0027, 0.0129]}



Calculated F_max in order - 4.34, 1.84, 5.59, 6.74 eV/A